(1)
Formula: C30H68N4O18
Source: the OMol25 dataset
Level of theory: ωB97M-V with the def2-TZVPD basis set

Output
Structure (SMILES)   C[N+](=O)[O-].C[N+](=O)[O-].C[N+](=O)[O-].C[N+](=O)[O-].c1ccccc1.COCCOC.COCCOC.COCCOC.COCCOC.COCCOC

The geometry in ORCA input format:
```
! RIJCOSX wB97M-V def2-TZVPD def2/J DEFGRID3
* xyz 0 1
H 9.14 -10.53 20.25
H 14.49 -10.67 24.20
C 16.31 -1.84 23.49
C 13.90 -10.25 19.92
H 11.93 -11.81 24.48
O 16.54 -3.68 19.79
C 16.97 -0.77 18.72
H 11.16 -2.75 19.94
C 15.11 -9.87 24.57
O 16.17 -5.92 24.20
O 13.70 -6.39 21.22
H 16.85 -5.51 20.49
C 11.43 -5.20 18.64
C 12.86 -6.04 23.31
H 18.17 -4.61 18.88
H 10.71 -11.56 25.70
C 11.78 -4.75 17.23
H 17.36 -4.23 21.65
H 14.90 -5.25 15.75
H 11.04 -8.27 21.31
H 17.82 -7.63 24.62
N 12.73 -10.25 19.03
O 15.73 -10.90 26.60
C 15.85 -8.88 16.80
H 10.29 -9.16 25.46
C 12.56 -12.36 26.43
H 14.08 -12.29 28.69
H 8.42 -6.06 24.32
C 17.09 -0.72 23.56
H 16.96 -3.14 26.57
O 12.17 -10.09 25.63
H 15.71 -4.55 21.52
H 9.78 -8.19 20.08
O 16.39 -8.75 18.10
H 10.84 -4.72 16.67
H 11.20 -9.48 23.93
O 11.98 -9.30 19.03
H 11.16 -6.26 18.61
H 12.44 -6.61 24.12
O 9.37 -9.21 21.83
N 13.50 -6.93 22.29
H 16.03 -7.72 19.86
C 9.47 -6.83 21.75
H 17.56 -8.20 15.74
O 17.27 -10.43 25.20
H 16.66 -6.73 18.57
H 13.68 -3.40 18.71
H 10.53 -3.95 20.92
H 17.19 0.01 22.76
H 18.56 -2.61 17.36
C 13.46 -3.13 17.67
O 16.78 -1.78 17.77
H 17.21 -3.64 17.04
H 18.40 -1.11 26.68
H 14.05 -9.21 20.24
O 10.23 -4.50 18.99
C 10.34 -3.48 19.94
O 12.13 -3.36 17.28
H 18.51 -6.42 25.75
O 16.27 -6.66 15.83
H 14.92 -6.23 14.26
C 17.79 -3.60 19.10
H 18.48 0.40 24.73
H 12.47 -5.32 16.59
H 12.62 -12.38 29.70
H 12.22 -5.08 19.37
H 10.74 -10.48 21.07
H 11.67 -8.20 25.08
H 14.20 -3.65 17.05
H 14.87 -10.44 19.47
H 16.55 0.15 18.31
H 9.03 -4.85 23.17
C 17.85 -1.36 25.79
C 9.65 -10.44 21.21
H 12.16 -5.46 22.72
H 15.57 -2.06 22.73
H 16.48 -0.98 19.67
H 9.35 -11.25 21.87
H 15.74 -9.45 23.80
H 14.17 -6.85 15.79
C 9.96 -8.09 21.16
H 14.94 -7.33 18.77
O 10.03 -6.66 23.05
H 13.62 -12.15 26.27
O 13.65 -8.12 22.48
C 16.47 -8.07 15.71
O 12.25 -11.96 27.75
H 13.67 -5.39 23.63
H 16.02 -9.92 16.50
H 14.75 -8.96 16.82
H 14.63 -9.12 25.20
H 16.22 -8.50 14.73
C 9.32 -5.70 23.80
H 13.09 -13.69 28.57
C 16.61 -4.52 20.90
H 17.42 -7.72 26.38
H 9.73 -5.93 21.17
H 18.46 -3.19 19.87
N 16.10 -10.49 25.53
H 13.69 -10.79 20.84
H 8.37 -6.85 21.78
C 11.78 -11.43 25.50
H 12.34 -13.40 26.19
C 13.03 -12.61 28.71
C 17.59 -2.92 17.78
H 9.39 -2.95 19.89
O 12.63 -11.22 18.30
C 16.31 -2.76 24.56
C 17.05 -2.52 25.68
N 16.46 -6.20 25.36
C 14.98 -6.27 15.35
C 16.01 -7.58 18.77
H 9.98 -5.38 24.61
H 13.66 -2.06 17.63
C 17.86 -0.49 24.71
O 15.85 -5.82 26.33
C 17.67 -7.08 25.54
H 15.81 -3.71 24.47
H 18.04 -0.59 18.89
C 11.28 -9.22 25.00
*
```

***

(2)
Formula: CH4N2O2
Source: the OMol25 dataset
Level of theory: ωB97M-V with the def2-TZVPD basis set

Output
Structure (SMILES)   NC(=O)NO

The geometry in ORCA input format:
```
! RIJCOSX wB97M-V def2-TZVPD def2/J DEFGRID3
* xyz 0 1
H 1.64 -1.00 0.13
N -0.80 -0.69 0.31
H -1.76 0.96 0.03
C 0.27 0.32 0.04
O -2.04 0.04 -0.25
H 2.20 0.52 0.03
H -0.71 -1.52 -0.19
O -0.36 1.43 0.10
N 1.55 -0.05 -0.22
*
```

***

(3)
Formula: C16H25CuN5O5
Source: the OMol25 dataset
Level of theory: ωB97M-V with the def2-TZVPD basis set

The geometry in ORCA input format:
```
! RIJCOSX wB97M-V def2-TZVPD def2/J DEFGRID3
* xyz 0 2
C 2.44 0.30 3.05
H 2.95 2.43 -1.15
C -2.93 -0.46 2.47
H 2.41 -0.56 3.72
H 3.01 0.18 -3.15
H 2.12 3.13 0.48
C -1.37 -2.33 2.77
C 2.28 2.33 1.21
C 0.23 -1.50 -4.38
O -2.64 3.62 0.21
N -0.65 -0.22 1.75
O 3.27 1.66 -3.13
H -0.08 -1.86 -0.26
O -1.72 0.65 -0.50
H -2.47 -1.91 -2.78
N 1.38 -0.44 -2.46
C -0.93 -0.50 -2.32
O 2.54 -0.74 -3.12
C -2.31 -0.82 -2.78
N -0.62 0.10 -1.16
N 0.57 -0.69 1.91
C 3.22 1.44 3.25
H -4.46 -3.09 3.99
H -1.45 0.62 0.47
H 4.19 1.92 -2.99
H -3.07 -0.37 -2.14
H -1.83 4.04 0.58
H -4.92 -0.76 3.22
N 1.69 1.15 0.91
C 2.41 2.35 -2.12
H 1.22 -1.89 -4.60
C -2.39 -3.08 3.35
C 0.25 -0.84 -3.05
H -2.47 -0.47 -3.80
C -3.66 -2.51 3.51
H 0.80 -3.09 0.01
H -0.50 -2.32 -4.39
O -0.13 -2.81 -0.06
H -2.28 2.88 -0.33
H 3.61 3.43 2.46
H -2.18 -4.10 3.67
H 3.90 1.51 4.09
H -0.07 -0.79 -5.16
H -3.07 0.56 2.11
H 1.37 1.93 -2.19
C -3.93 -1.20 3.08
C 1.58 0.26 1.94
H -0.37 -2.71 2.63
C -1.64 -1.02 2.33
H 2.28 3.36 -2.54
Cu 1.31 0.76 -0.95
C 3.08 2.49 2.33
*
```

***

(4)
Formula: C38H45BrN4O4S2Y
Source: the OMol25 dataset
Level of theory: ωB97M-V with the def2-TZVPD basis set

The geometry in ORCA input format:
```
! RIJCOSX wB97M-V def2-TZVPD def2/J DEFGRID3
* xyz 3 1
C 1.42 -3.14 -0.15
H 3.42 -3.33 0.60
H 3.06 2.51 1.66
C 2.98 1.74 2.42
Br -1.24 2.11 -1.35
C 2.58 -3.84 0.15
H 0.40 0.86 -4.72
C 5.57 0.01 -4.62
H 5.16 1.66 -5.93
H 4.01 1.00 0.00
H 2.96 -1.60 2.34
C -3.43 3.65 -0.43
H -1.87 -4.59 4.32
C 3.91 -0.48 -2.96
O 0.35 -0.63 2.10
C 4.81 1.06 -5.10
C 0.71 -2.31 -3.28
C 0.36 -3.81 -0.74
C -0.92 -1.34 4.11
C -4.45 4.33 0.34
H 1.35 -2.08 0.11
C -5.49 5.06 2.39
C -2.62 1.83 1.11
H 1.15 -1.90 -2.37
H 5.72 -1.60 -3.20
C -6.42 5.73 0.27
C -0.53 -0.26 3.12
H -0.97 0.06 5.73
H 1.84 -1.23 -4.76
H -3.54 1.84 1.70
H 4.27 -0.66 0.51
C -1.67 -1.87 6.34
H 1.65 -6.92 -0.88
N 3.00 0.43 1.76
C -6.47 5.73 1.66
C -5.41 5.05 -0.38
H 2.36 -0.47 3.53
O -0.98 -1.52 -0.70
H 3.57 -5.74 0.11
C 4.15 1.85 3.43
H -0.42 -5.69 -1.44
C 3.59 1.36 -4.51
H 6.29 0.15 1.43
H -1.86 -1.56 7.36
Y 0.11 0.02 0.26
C -1.94 -3.17 5.94
C 3.14 -0.62 2.79
H -1.47 -2.05 -3.36
H 3.53 -1.08 -2.14
C 1.59 -5.86 -0.69
C 2.67 -5.20 -0.13
H 4.49 -0.65 4.52
H -5.51 5.09 3.47
C 4.17 0.36 0.87
H 3.00 2.19 -4.86
O 1.54 0.21 -1.39
C 0.44 0.15 -3.89
S -1.14 -2.95 -1.23
C -1.17 -0.96 5.43
H 1.31 -3.18 -3.55
H -2.56 0.37 3.14
H -5.37 5.07 -1.47
H 5.21 -1.33 3.05
H -7.17 6.26 -0.29
C -1.16 -2.67 3.72
H -3.72 3.89 2.32
H 0.17 -1.49 -5.21
H 3.83 1.69 4.45
H 4.65 2.82 3.37
H -0.95 -3.73 -3.46
C -1.68 -3.57 4.64
H -0.34 -2.45 2.05
C 3.15 0.57 -3.45
O -0.91 -3.11 2.45
N -1.79 0.20 2.50
S 1.58 1.00 -2.72
N 5.13 0.77 3.08
H -0.53 0.17 -3.39
C -2.62 2.64 -0.06
H -0.08 0.58 3.68
H 5.74 1.83 1.36
H 6.53 -0.22 -5.09
H 2.04 1.87 2.94
H -7.25 6.27 2.18
C -0.73 -2.76 -3.01
H -3.31 4.02 -1.45
C 5.45 0.81 1.62
H -2.34 -3.88 6.64
H 5.99 0.92 3.62
C 4.54 -0.56 3.43
N -1.65 1.06 1.44
C 0.82 -1.24 -4.37
C 5.12 -0.77 -3.56
C 0.43 -5.17 -1.00
C -4.49 4.36 1.74
*
```

***

(5)
Formula: C16H44N4O4
Source: the OMol25 dataset
Level of theory: ωB97M-V with the def2-TZVPD basis set

Output
Structure (SMILES)   COC[C@H](C)N.COC[C@H](C)N.COC[C@H](C)N.COC[C@H](C)N

The geometry in ORCA input format:
```
! RIJCOSX wB97M-V def2-TZVPD def2/J DEFGRID3
* xyz 0 1
H 3.16 0.59 -2.12
H -3.18 -4.92 1.41
N -4.14 -5.18 3.31
C -1.97 -6.06 2.84
H 1.55 2.34 1.47
H 1.05 -0.38 1.79
C 0.31 -0.32 0.98
H 2.35 2.76 -0.82
H 1.50 -0.54 -3.24
C 1.93 3.31 1.80
H -4.04 -6.18 3.34
C 2.13 0.93 -2.00
H 3.58 5.13 3.22
C 2.01 2.42 -1.79
O 0.61 0.52 -0.10
O 3.07 4.79 5.12
H 1.65 -0.99 -1.14
H -2.34 2.57 -7.40
C -1.76 -8.43 2.90
C -2.29 -3.54 2.85
H -1.96 -3.52 3.89
H 3.51 5.94 6.70
H 0.42 0.60 -3.06
C -1.39 2.06 -7.57
C 1.78 0.04 -0.80
C 3.27 6.08 5.65
H 0.28 3.08 3.99
C -1.74 0.48 -5.56
H -1.44 -0.50 -5.94
H 3.21 2.85 3.44
H -0.68 2.75 -8.03
H 1.16 4.03 1.50
H 4.01 6.74 5.21
O -1.49 0.52 -4.16
H 1.90 5.52 3.38
H -3.41 0.18 -3.44
H 0.97 2.69 -1.95
H -1.63 1.28 -8.29
C -2.42 -0.28 -3.44
C -2.89 -4.87 2.46
H 2.59 0.05 -0.07
C 2.67 4.82 3.74
H -3.13 -2.85 2.92
H -1.56 -3.15 2.14
N 1.42 0.47 -3.21
H -1.70 -8.69 3.96
O -2.56 -7.30 2.61
H -2.81 0.60 -5.79
H -0.46 0.19 1.56
H -1.93 -0.56 -2.51
H 0.88 0.97 -5.41
H 2.32 6.63 5.66
H -0.05 -1.30 0.68
H 1.53 3.10 5.06
H -3.98 -4.73 4.20
H -0.85 -8.43 2.31
H 2.86 3.45 1.25
C -0.86 1.58 -6.21
H -2.65 -1.21 -3.97
H 2.62 2.93 -2.53
H -2.33 -9.27 2.49
H -1.11 -5.97 2.14
H 0.71 0.30 -6.80
C 2.29 3.42 3.27
H -1.50 -5.95 3.82
N 1.26 2.86 4.11
H -0.82 2.40 -5.49
N 0.52 1.19 -6.34
*
```

***

(6)
Formula: C22H37AgAsF6NO14
Source: the OMol25 dataset
Level of theory: ωB97M-V with the def2-TZVPD basis set

The geometry in ORCA input format:
```
! RIJCOSX wB97M-V def2-TZVPD def2/J DEFGRID3
* xyz 0 1
O 4.00 0.72 -2.36
C -3.90 0.38 -1.62
C 3.27 2.77 -1.21
O 0.12 3.96 0.93
H 2.56 2.61 4.80
H 1.49 0.84 -4.70
H 0.32 2.01 -2.89
C -2.18 2.48 4.40
O 2.10 0.05 -1.36
H 4.01 2.47 -0.47
H 4.39 2.54 -3.01
C 3.18 2.34 3.95
O -2.36 -2.65 -2.30
O 3.85 -1.32 -1.70
H -0.46 1.43 7.12
H -4.60 -5.16 -2.23
N -2.49 1.38 2.23
H 2.29 2.48 -0.84
O -1.57 1.81 -3.74
F -0.39 -2.73 3.93
H -4.98 0.47 -1.71
H 0.91 -4.56 -1.99
F -0.46 -4.17 1.93
H -1.68 3.42 6.23
H 0.41 -5.74 -3.23
C 0.41 0.76 -4.66
O -3.25 2.28 1.89
C -0.14 1.94 -3.88
F 1.88 -3.60 1.43
C -3.79 -4.56 -1.82
H -3.58 -0.66 -1.54
H 2.79 -2.29 -0.15
H 3.75 1.45 4.20
H 0.04 0.76 -5.69
As 0.74 -3.20 2.69
H -4.24 -2.78 -2.99
O -0.91 -4.21 -2.90
O 1.53 3.12 2.32
C -1.51 2.55 5.61
H -1.13 4.86 -0.40
C -1.09 -3.05 -2.27
H -0.44 3.31 -0.95
H -2.80 3.30 4.07
C 2.28 1.97 2.79
F 1.89 -2.10 3.39
F 0.17 -1.84 1.70
H 0.10 -0.17 -4.20
H 3.79 -3.26 -1.20
C -2.00 1.17 -2.67
H 1.03 -4.12 -3.67
H 3.84 3.16 3.69
F 1.32 -4.50 3.65
C 3.10 -2.42 -1.19
O -2.17 0.46 1.50
H -4.19 -4.13 -0.90
C -1.94 1.40 3.56
H -2.94 -5.20 -1.60
H 2.70 2.13 -3.23
H 2.22 -2.60 -1.79
H -3.17 -3.92 -3.77
C 0.43 -4.69 -2.96
C -1.17 0.33 4.00
O -3.30 0.99 -2.76
C 0.70 2.84 1.31
H 0.04 2.88 -4.39
H 3.33 3.85 -1.37
C 3.54 2.06 -2.54
H 2.89 1.61 1.96
C 3.22 -0.17 -1.78
C -0.80 1.46 6.09
O -0.25 -2.40 -1.72
H 1.55 1.19 3.02
C -0.69 0.32 5.30
Ag -0.03 -0.38 -0.13
H -0.10 -0.52 5.62
H -3.67 0.95 -0.71
O -1.32 0.82 -1.74
H -1.77 3.40 0.29
O 0.50 1.74 0.88
C -0.86 3.85 -0.11
H -0.93 -0.51 3.36
C -3.42 -3.47 -2.81
*
```

***

(7)
Formula: C14H7ClCo2NO6
Source: the OMol25 dataset
Level of theory: ωB97M-V with the def2-TZVPD basis set

The geometry in ORCA input format:
```
! RIJCOSX wB97M-V def2-TZVPD def2/J DEFGRID3
* xyz -1 1
C 1.12 -1.74 -1.47
C -1.24 3.48 -0.73
C -0.22 -3.61 0.70
C 2.68 -3.20 0.55
O 0.57 -0.94 2.55
O 1.86 -6.26 -1.25
C -1.90 4.68 -0.45
O -0.92 -3.64 1.62
C -2.62 3.67 1.64
H 1.39 -1.78 -2.54
H -1.89 1.65 1.92
C 3.46 -0.50 0.40
Cl -3.43 6.21 1.17
C 1.16 -1.18 1.59
O -1.39 -3.89 -2.61
C -1.92 2.52 1.26
C 0.29 0.68 -0.81
C 1.45 -5.20 -1.05
H -0.67 3.37 -1.66
C 0.85 -0.55 -0.84
H 0.71 1.41 -0.11
O 4.36 0.17 0.64
H -1.86 5.52 -1.14
C -0.51 -3.78 -1.86
H -0.57 0.96 -1.41
Co 2.03 -1.53 0.10
Co 0.82 -3.57 -0.74
O 3.42 -3.92 1.10
N -1.26 2.44 0.10
C -2.61 4.77 0.76
H -3.15 3.73 2.58
*
```

***

(8)
Formula: C5H10N2
Source: the OMol25 dataset
Level of theory: ωB97M-V with the def2-TZVPD basis set

The geometry in ORCA input format:
```
! RIJCOSX wB97M-V def2-TZVPD def2/J DEFGRID3
* xyz 0 1
C 0.94 0.69 1.39
C -2.15 -1.25 0.93
H -2.14 1.04 -1.44
H 2.74 -0.02 -2.13
H -3.19 -1.51 1.12
C 2.87 0.17 -1.07
H 3.31 -0.64 -0.49
C -1.82 -0.35 0.01
H -3.25 1.09 -0.15
H 0.44 -1.01 -1.29
H -1.40 -1.74 1.54
H 3.11 1.18 -0.80
C 0.75 0.19 0.19
H 1.92 1.01 1.68
H 0.14 0.66 2.12
N 0.29 -0.07 -0.94
N -2.56 0.56 -0.66
*
```

***

(9)
Formula: C2H5NOS2
Source: the OMol25 dataset
Level of theory: ωB97M-V with the def2-TZVPD basis set

Output
Structure (SMILES)   CSC(=S)NO

The geometry in ORCA input format:
```
! RIJCOSX wB97M-V def2-TZVPD def2/J DEFGRID3
* xyz 0 1
O 3.38 0.63 0.39
H -1.15 -1.39 -0.28
H 2.16 1.86 -0.77
H -1.59 -0.28 1.07
S 1.05 -1.26 0.81
S -0.41 0.89 -0.66
C 1.09 0.20 0.02
C -1.55 -0.43 0.00
H 3.21 -0.26 0.67
N 2.20 1.05 -0.09
H -2.53 -0.08 -0.45
*
```

***

(10)
Formula: C2H7N
Source: the OMol25 dataset
Level of theory: ωB97M-V with the def2-TZVPD basis set

Output
Structure (SMILES)   C=N.C

The geometry in ORCA input format:
```
! RIJCOSX wB97M-V def2-TZVPD def2/J DEFGRID3
* xyz 0 1
H -6.32 0.58 0.15
C 5.97 0.00 0.57
H 7.01 -0.06 0.89
H 4.22 -0.57 0.34
H 5.71 0.59 -0.31
H -4.68 0.09 0.06
H -5.48 0.79 -1.39
C -5.60 0.13 -0.54
H -5.83 -0.90 -0.78
N 4.99 -0.66 1.01
*
```

***

Number 1: DFT total energy -75009.463 eV. Number 2: DFT total energy -8174.412 eV. Number 3: DFT total energy -79318.870 eV. Number 4: DFT total energy -147021.285 eV. Number 5: DFT total energy -31452.395 eV. Number 6: DFT total energy -134714.450 eV. Number 7: DFT total energy -116181.101 eV. Number 8: DFT total energy -8320.247 eV. Number 9: DFT total energy -27361.029 eV. Number 10: DFT total energy -3676.353 eV.